Entry 1:
C24H25Br59NO2 as an isolated structure in a non-equilibrium geometry, computed with ωB97M-V/def2-TZVPD.

Values from the calculation:
orbital gap: 0.2155 Ha
electronic energy: -4163380.1036 eV
HOMO level: -5.29 eV
max |F|: 0.11671 hartree/bohr

Geometry as ORCA input:
```
! wB97M-V def2-TZVPD RIJCOSX def2/J DEFGRID3
* xyz -1 1
C 3.240 0.072 4.131
C 2.999 0.918 2.901
Br 4.307 2.281 2.513
C 1.979 0.754 2.142
Br 1.764 1.842 0.574
N 0.992 -0.182 2.378
C 0.204 0.162 3.583
C -1.310 0.384 3.350
O -1.987 0.434 4.344
O -1.675 0.523 2.232
H 2.577 0.414 4.922
H 4.278 0.065 4.426
H 2.892 -0.926 3.871
H 1.421 -1.085 2.493
H 0.351 -0.635 4.314
H 0.621 1.067 4.028
C -4.876 0.337 1.040
Br -5.790 -0.603 2.441
Br -5.571 -0.147 -0.699
Br -4.914 2.252 1.302
H -3.823 0.022 1.071
C -0.870 4.763 -0.788
Br -0.057 4.758 0.955
Br 0.206 3.779 -2.041
Br -2.663 4.077 -0.751
H -0.920 5.790 -1.118
C -4.081 -4.745 1.852
Br -3.323 -3.527 3.121
Br -4.156 -6.563 2.512
Br -5.806 -4.139 1.247
H -3.428 -4.747 0.991
C 0.434 -0.109 -2.888
Br 2.343 0.148 -3.082
Br -0.190 -1.645 -3.888
Br -0.111 -0.170 -1.051
H -0.036 0.761 -3.323
C 0.119 4.393 5.148
Br 0.492 4.649 7.024
Br -0.497 6.021 4.313
Br 1.622 3.635 4.205
H -0.688 3.676 5.082
C 4.507 -3.646 -4.301
Br 3.769 -3.182 -6.023
Br 6.080 -2.611 -3.891
Br 3.182 -3.524 -2.920
H 4.814 -4.680 -4.357
C 3.807 6.776 7.601
Br 4.764 7.567 9.079
Br 3.453 8.058 6.209
Br 4.706 5.216 6.921
H 2.850 6.449 7.981
C -2.480 4.432 10.097
Br -3.260 5.127 8.482
Br -0.861 5.369 10.566
Br -3.738 4.412 11.558
H -2.209 3.405 9.898
C -6.451 -10.392 2.051
Br -6.440 -8.837 0.920
Br -5.362 -10.137 3.622
Br -8.245 -10.936 2.507
H -6.010 -11.200 1.487
C 1.987 5.898 -5.090
Br 0.091 6.032 -5.415
Br 2.583 7.199 -3.798
Br 2.501 4.113 -4.588
H 2.485 6.123 -6.020
C -3.340 9.681 8.569
Br -2.478 9.567 10.291
Br -2.319 8.797 7.201
Br -5.155 9.033 8.632
H -3.386 10.725 8.306
C 2.292 -5.736 -8.446
Br 0.383 -5.738 -8.698
Br 2.851 -7.089 -7.191
Br 3.237 -5.880 -10.121
H 2.554 -4.781 -8.015
C -9.807 0.316 0.816
Br -11.715 0.446 0.547
Br -9.210 1.462 2.247
Br -9.247 -1.511 1.068
H -9.335 0.669 -0.089
C -4.767 11.655 4.649
Br -3.825 12.459 6.129
Br -5.078 12.929 3.236
Br -3.878 10.076 4.001
H -5.734 11.347 5.017
C -0.404 -5.292 -13.084
Br -2.306 -5.232 -13.391
Br 0.159 -3.936 -11.837
Br 0.177 -7.048 -12.543
H 0.076 -5.076 -14.026
C 0.505 -6.664 -1.587
Br -0.909 -5.399 -1.265
Br 1.053 -6.678 -3.438
Br 2.002 -6.378 -0.396
H 0.111 -7.645 -1.368
C 6.732 -3.503 -10.659
Br 5.985 -3.046 -12.377
Br 8.303 -2.461 -10.259
Br 5.423 -3.380 -9.255
H 7.042 -4.535 -10.715
C 11.008 -0.118 -8.003
Br 11.411 1.720 -8.419
Br 12.578 -1.083 -7.435
Br 9.578 -0.263 -6.722
H 10.665 -0.581 -8.915
C 1.283 -9.426 1.961
Br -0.386 -8.845 2.728
Br 2.544 -9.962 3.317
Br 1.021 -10.809 0.641
H 1.713 -8.577 1.445
*
```

Atom charges from the Löwdin analysis, given in e for atoms 1 to 4:
1 C -0.103
2 C -0.798
3 Br 0.646
4 C -0.813

Entry 2:
A single C3H4FNS molecule in a non-equilibrium geometry, computed with ωB97M-V/def2-TZVPD.

Values from the calculation:
orbital gap: 0.3470 Ha
electronic energy: -18216.9037 eV
energy above the lowest of the compared OMol25 structures with the same formula, charge and spin: 25.2 kcal per mole
SMILES string: F/C=C/C=N/S
HOMO level: -8.74 eV
max |F|: 0.03402 hartree/bohr

Geometry as ORCA input:
```
! wB97M-V def2-TZVPD RIJCOSX def2/J DEFGRID3
* xyz 0 1
F 1.897 2.473 0.804
C 0.873 1.770 0.303
C 0.758 0.453 0.512
C -0.388 -0.277 -0.110
N -0.462 -1.533 -0.069
S -1.720 -2.188 -1.015
H 0.216 2.460 -0.220
H 1.455 -0.020 1.228
H -1.162 0.337 -0.712
H -1.467 -3.475 -0.721
*
```

Atom charges from the Löwdin analysis, given in e for atoms 1 to 4:
1 F 0.014
2 C -0.157
3 C -0.053
4 C -0.347

Entry 3:
C41H50Cl2F2N6O3SbSi3V as an isolated structure in a non-equilibrium geometry, computed with ωB97M-V/def2-TZVPD.

Values from the calculation:
orbital gap (spin up / spin down): 0.1668 / 0.1730 Ha
electronic energy: -144744.8917 eV
HOMO level (spin up / spin down): -9.07 / -9.04 eV
max |F|: 0.06345 hartree/bohr

Geometry as ORCA input:
```
! wB97M-V def2-TZVPD RIJCOSX def2/J DEFGRID3
* xyz 1 2
V -2.013 0.359 -2.172
Cl -4.246 -2.990 -6.797
C -4.396 -1.580 -5.790
C -3.254 -0.810 -5.588
C -3.299 0.298 -4.722
N -2.083 0.793 -4.151
C -0.925 0.693 -4.866
O -0.826 0.726 -6.060
C 0.300 0.514 -3.992
C 1.565 0.786 -4.469
C 2.661 0.622 -3.648
C 2.455 0.211 -2.317
C 1.170 -0.202 -1.986
N 0.109 -0.017 -2.786
C -4.559 0.641 -4.179
C -5.707 -0.062 -4.524
C -5.649 -1.188 -5.309
Cl -7.094 -2.063 -5.636
N -4.651 1.818 -3.366
C -1.652 3.612 -3.205
O -2.298 4.127 -3.995
C -0.863 3.264 -2.041
C -0.036 4.363 -1.572
C 0.444 4.241 -0.263
C 0.164 3.148 0.552
C -0.521 2.038 -0.084
N -1.084 2.066 -1.306
H -2.357 -1.271 -5.911
H 1.697 1.126 -5.515
H 3.688 0.837 -3.931
H 3.260 0.002 -1.619
H 1.010 -0.602 -1.020
H -6.686 0.159 -4.082
H 0.158 5.192 -2.203
H 1.095 5.082 0.039
H 0.570 3.043 1.561
H -0.647 1.137 0.500
F -0.607 -3.498 1.497
C -1.428 -2.497 1.168
C -1.133 -1.749 0.028
C -1.942 -0.688 -0.345
C -3.047 -0.338 0.428
C -3.341 -1.218 1.504
F -4.486 -1.019 2.175
C -2.586 -2.296 1.896
C -4.001 0.714 -0.028
C -4.879 1.479 0.721
C -5.435 2.572 0.117
C -5.297 2.815 -1.228
C -4.604 1.903 -1.989
N -3.878 0.946 -1.351
H -0.242 -2.030 -0.512
H -2.876 -2.905 2.696
H -4.996 1.232 1.774
H -6.031 3.302 0.682
H -5.829 3.640 -1.740
H -5.236 2.490 -3.858
C 1.862 -2.475 5.003
Si 3.174 -1.977 3.786
C 4.910 -2.048 4.604
C 3.006 -3.373 2.505
Sb 2.537 0.198 2.497
Si 2.437 1.711 4.681
C 3.176 3.382 4.346
C 3.257 0.773 6.068
C 0.635 2.114 5.117
Si 4.908 0.703 1.627
C 5.963 1.221 3.057
C 5.588 -0.940 0.986
C 4.767 2.084 0.384
H 2.191 -3.488 5.368
H 0.966 -2.547 4.453
H 1.765 -1.807 5.857
H 5.339 -3.048 4.575
H 4.847 -1.767 5.740
H 5.554 -1.310 4.147
H 3.578 -4.218 2.905
H 3.365 -3.093 1.510
H 1.983 -3.694 2.495
H 4.273 3.356 4.382
H 2.912 4.160 5.113
H 2.901 3.751 3.350
H 2.798 -0.165 6.396
H 3.224 1.443 6.947
H 4.259 0.443 5.859
H 0.064 2.141 4.235
H 0.668 3.024 5.741
H 0.164 1.369 5.796
H 5.376 1.774 3.837
H 6.781 1.877 2.657
H 6.492 0.406 3.595
H 5.369 -1.759 1.708
H 6.667 -0.855 0.809
H 5.113 -1.267 0.051
H 4.440 3.040 0.882
H 4.072 1.803 -0.380
H 5.722 2.253 -0.097
C -1.608 -4.767 -2.750
N -2.612 -3.711 -2.660
C -3.898 -3.989 -1.969
C -2.206 -2.462 -2.840
O -2.883 -1.463 -2.640
H -1.058 -4.961 -1.770
H -0.783 -4.487 -3.364
H -1.926 -5.761 -3.108
H -3.715 -4.724 -1.231
H -4.635 -4.425 -2.671
H -4.228 -3.076 -1.572
H -1.172 -2.339 -3.203
*
```

Atom charges from the Löwdin analysis, given in e for atoms 1 to 4:
1 V 0.921
2 Cl 0.688
3 C -0.651
4 C -0.041